Entry from the OMol25 dataset: 8 unconnected molecules or ions with the total composition C35H75NO25P4 in a non-equilibrium geometry (ωB97M-V/def2-TZVPD).

```
140
Properties=species:S:1:pos:R:3:forces:R:3:mulliken_charge:R:1
P 22.308278 3.686558 -24.635064 0.533 0.009 -0.391 0.640
P 16.954532 -8.832424 -17.040364 -0.109 0.220 -0.042 0.655
P 27.670475 -3.334640 -15.092953 0.531 0.082 -0.121 0.554
P 22.354777 1.499808 -18.138731 0.470 0.312 0.149 0.365
O 22.090376 -5.497810 -18.157832 -0.151 0.614 0.341 -0.394
O 21.324836 2.387218 -18.948811 0.264 0.061 -0.427 -0.327
O 23.757718 -4.153113 -23.272639 0.019 -0.321 0.349 -0.353
O 17.192726 -9.733234 -18.155692 0.090 -0.323 -0.303 -0.762
O 22.163166 -8.676365 -15.077214 0.371 -0.284 0.359 -0.443
O 22.121312 -5.381768 -24.101334 -0.274 -0.386 -0.557 -0.390
O 23.496309 2.498248 -17.730784 -0.174 0.749 0.138 -0.397
O 22.680806 2.236204 -24.110991 -0.714 0.175 0.416 -0.290
O 21.775954 -3.712999 -19.486342 0.165 -0.540 0.050 -0.482
O 29.033127 -3.964049 -15.638428 -0.190 -0.221 -0.162 -0.367
O 22.873317 0.323197 -18.835614 -0.482 -0.542 -0.184 0.011
O 21.650500 1.247810 -16.756871 0.192 -0.352 -0.029 -0.220
O 27.415591 -3.609866 -13.684921 -0.167 0.031 0.184 -0.786
O 22.102540 -9.203268 -17.233413 0.559 -0.754 0.555 -0.415
O 17.094561 -9.444780 -15.582942 -0.001 -0.177 -0.172 -0.300
O 21.392291 -10.697776 -15.692830 0.085 -0.259 0.063 -0.559
O 27.779403 -1.803262 -15.466243 -0.139 -0.047 -0.020 -0.280
O 17.891567 -7.555364 -17.030451 0.286 0.752 0.332 -0.263
O 15.523460 -8.202129 -16.980937 -0.406 -0.279 0.287 -0.222
O 21.788874 3.695471 -26.000037 -0.053 -0.085 0.100 -0.770
O 23.714272 -3.973341 -18.459284 0.058 -0.235 0.055 -0.111
O 26.616374 -3.840144 -16.141587 -0.232 0.064 -0.556 0.094
O 22.678779 -5.609845 -21.948296 -0.025 -0.160 0.270 -0.391
O 21.398924 4.251605 -23.481336 -0.177 0.043 0.065 -0.128
O 23.619593 4.579390 -24.438019 -0.102 -0.506 0.268 -0.266
N 25.601460 -7.220568 -22.417965 -0.025 0.010 0.288 -0.537
C 18.368505 -9.940742 -15.208127 1.417 -0.980 1.028 0.117
C 23.937460 -2.823228 -19.332988 -0.021 -0.736 1.303 -0.382
C 19.190826 -7.598012 -17.620095 0.742 -1.658 -0.968 0.097
C 24.759101 4.446813 -25.296861 0.788 1.092 -0.613 -0.393
C 25.215132 -7.177344 -21.335569 0.376 0.004 -0.474 0.075
C 21.039124 6.400968 -22.455101 0.302 -0.037 0.187 -1.001
C 28.096848 -1.421006 -16.822195 0.121 0.147 0.122 0.171
C 21.331870 2.341234 -15.882711 -0.345 0.350 0.559 -0.136
C 19.024165 1.583098 -19.050139 -0.245 -0.592 -0.023 -1.140
C 30.830296 -3.258175 -14.137086 -0.514 0.160 -0.585 -0.968
C 25.926143 -5.078322 -15.982616 -0.473 -0.599 0.825 -0.149
C 25.006697 3.121524 -25.986168 -0.278 -0.578 0.654 -0.905
C 23.729372 -3.784985 -24.640083 0.159 -0.379 -0.539 -0.149
C 24.542506 2.934260 -18.613066 -0.154 -0.479 -0.665 0.072
C 19.238857 -7.045917 -19.051888 -0.249 1.385 0.833 -1.074
C 22.974986 2.036554 -22.710741 1.759 0.576 -0.170 -0.046
C 20.766316 5.537760 -23.660190 -0.119 0.096 -0.055 -0.309
C 24.577305 -4.868971 -15.323441 -0.363 -0.230 0.173 -0.628
C 25.718517 3.331361 -17.763962 0.717 0.208 -0.383 -1.302
C 22.840821 -5.128991 -23.022134 0.332 0.768 0.265 0.589
C 28.478850 0.045215 -16.805148 0.059 -0.574 0.017 -1.252
C 30.015378 -4.415275 -14.704967 0.713 0.116 0.455 -0.350
C 22.490951 -4.488569 -18.642987 0.147 0.957 -0.978 0.244
C 22.639985 -2.791053 -20.137942 0.589 0.743 -0.244 1.493
C 22.938279 -7.650321 -15.684458 -0.055 -0.327 -0.884 -0.215
C 18.228007 -11.032266 -14.145101 -0.779 0.478 -0.056 -1.380
C 20.335853 1.786562 -19.807056 -0.896 0.318 0.232 0.171
C 14.375307 -6.350790 -16.115158 -0.830 0.777 0.311 -1.195
C 22.582930 -4.618609 -25.227637 -0.608 0.197 0.382 -0.327
C 23.176782 0.562701 -22.433175 -1.312 0.169 0.729 -0.757
C 20.497034 1.789758 -14.743344 0.558 -0.079 0.055 -1.262
C 21.880756 -9.653860 -15.970565 -0.474 0.833 -0.579 0.595
C 22.768186 -7.937604 -17.196394 -0.838 0.343 0.520 1.319
C 24.648240 -7.083574 -20.003946 -0.256 -0.476 0.039 -0.059
C 14.945771 -7.688617 -15.747159 1.064 0.216 -0.312 -0.057
H 19.779665 -6.100581 -19.147701 0.541 -0.325 0.201 0.070
H 22.877056 -3.085622 -21.160949 -0.540 -0.158 0.012 -0.489
H 20.391445 7.276791 -22.469841 0.085 0.073 -0.015 0.393
H 21.152429 6.014217 -24.562852 -0.028 -0.039 -0.024 0.352
H 21.163961 1.210948 -14.102140 -0.201 -0.185 0.015 0.310
H 24.187696 -5.822913 -14.954784 0.370 0.350 -0.154 0.139
H 18.347704 2.430811 -19.139091 0.203 0.192 0.227 0.331
H 24.697758 5.249584 -26.039342 -0.276 -0.176 -0.118 0.285
H 24.627876 -4.236926 -14.437405 0.255 0.196 -0.147 0.410
H 19.204137 1.336854 -18.003095 0.050 0.201 0.020 0.206
H 17.363745 -10.794587 -13.517888 0.127 0.037 0.106 0.362
H 21.747125 -4.003193 -25.558053 0.036 -0.043 -0.098 0.253
H 19.668313 -7.806707 -19.689977 -0.259 0.137 -0.458 0.251
H 19.962457 -7.254710 -16.931613 -0.433 0.788 0.140 0.287
H 25.941660 2.603004 -16.987417 -0.285 -0.040 0.081 0.267
H 13.714191 -5.909891 -15.359125 0.004 -0.440 0.108 0.383
H 27.237822 -1.619304 -17.464170 -0.064 -0.008 0.078 0.066
H 24.860906 -3.078237 -19.846212 -0.195 0.272 -0.503 0.296
H 22.096166 -7.208489 -17.644090 0.506 -0.605 -0.001 -0.108
H 30.162049 -2.420336 -13.929823 0.013 -0.110 0.474 0.261
H 24.099169 -1.969972 -18.677573 -0.151 0.156 -0.182 0.062
H 26.626560 3.380326 -18.374363 -0.152 0.064 -0.103 0.396
H 20.690217 0.851338 -20.235932 0.262 0.048 0.055 0.125
H 31.349841 -3.592054 -13.242774 0.124 0.213 0.034 0.348
H 22.473944 -0.052399 -22.997711 0.181 0.089 -0.338 0.340
H 18.969029 -10.384932 -16.005810 -0.533 0.260 -0.506 0.312
H 24.715700 -8.031686 -19.469307 0.127 -0.090 -0.302 0.509
H 22.166306 -1.814491 -20.090555 0.087 0.055 -0.130 -0.367
H 15.757753 -7.569717 -15.029890 -0.124 0.013 0.139 0.240
H 18.243314 -6.691283 -19.327025 -0.186 -0.829 -0.289 0.425
H 14.279467 -8.449562 -15.350792 -0.371 0.170 -0.164 0.324
H 28.938506 -2.029396 -17.153771 -0.037 -0.027 -0.136 0.319
H 20.882211 5.871145 -21.514332 -0.228 -0.116 -0.107 0.157
H 24.755545 2.130608 -19.327949 0.256 -0.220 0.423 0.148
H 19.701873 5.361257 -23.811968 0.012 -0.078 0.061 0.332
H 22.086361 6.707970 -22.454110 -0.064 0.149 -0.038 0.267
H 23.991539 -7.727210 -15.409470 -0.138 -0.220 0.329 0.355
H 30.696069 -5.079881 -15.235889 -0.271 -0.130 -0.186 0.332
H 18.023735 -12.003946 -14.590377 0.193 -0.051 -0.005 0.324
H 20.148615 2.520445 -20.588491 0.306 -0.138 -0.221 0.190
H 25.633104 4.749828 -24.715624 -0.193 -0.319 0.400 0.347
H 29.424827 0.135628 -16.272695 -0.030 0.259 0.023 0.343
H 22.556524 -6.678109 -15.389014 -0.200 -0.134 -0.028 0.091
H 19.473672 -8.650529 -17.755742 -0.244 0.012 0.246 0.192
H 18.463667 0.727607 -19.438376 0.170 0.032 -0.192 0.357
H 25.799722 -5.547926 -16.956570 0.146 0.257 -0.175 0.109
H 29.537561 -4.971721 -13.900484 -0.125 0.021 -0.037 0.355
H 28.609074 0.383403 -17.832545 -0.010 0.169 0.031 0.399
H 15.146213 -5.590408 -16.239343 0.253 -0.284 -0.246 0.265
H 26.486234 -5.779661 -15.356267 0.340 0.221 -0.099 0.352
H 24.200330 0.234526 -22.572643 0.020 -0.074 -0.058 0.450
H 13.795360 -6.414056 -17.034525 0.039 -0.061 -0.048 0.287
H 25.155642 -6.343662 -19.391123 -0.156 0.293 -0.134 -0.037
H 24.768528 2.288192 -25.319484 -0.088 0.083 -0.012 0.179
H 23.721722 -7.987402 -17.713654 -0.114 -0.093 -0.013 -0.457
H 24.661984 -4.076921 -25.121395 0.167 0.233 0.190 0.247
H 22.317118 2.587337 -22.039082 -0.745 -0.516 -0.330 0.264
H 23.849457 -4.478143 -16.031012 0.004 0.192 0.057 0.014
H 23.576623 -2.711606 -24.698751 -0.024 0.038 -0.146 0.163
H 20.096211 2.595395 -14.130077 -0.130 0.047 -0.120 0.385
H 19.704330 1.142506 -15.110264 -0.121 0.083 0.026 0.312
H 24.197393 3.737870 -19.272187 -0.179 0.253 0.468 0.248
H 31.521772 -2.873876 -14.888891 0.222 -0.188 0.107 0.289
H 23.591584 -6.871563 -20.168260 0.017 0.285 0.384 0.173
H 20.812338 3.137819 -16.420644 -0.061 -0.195 -0.213 0.293
H 22.246349 2.773986 -15.475416 0.123 -0.089 -0.198 0.285
H 26.069432 2.990015 -26.182948 -0.012 0.308 -0.379 0.374
H 23.929607 2.555971 -22.517937 -0.017 -0.158 -0.130 0.170
H 24.392075 3.007231 -26.874804 0.139 -0.017 -0.112 0.306
H 19.114025 -11.050264 -13.516414 0.091 -0.225 -0.093 0.352
H 22.855332 -5.320338 -26.009753 0.213 0.089 -0.034 0.293
H 25.590438 4.322555 -17.331968 -0.137 -0.095 0.194 0.331
H 27.709633 0.621539 -16.296246 0.010 0.128 -0.068 0.247
H 22.840532 0.420003 -21.399522 0.612 -0.224 0.107 -0.034
H 19.009654 -9.158608 -14.786881 -0.421 0.371 -0.104 0.221
```
Forces are in eV/Å.

Results
* LUMO level: 0.106 eV
* 2S+1: 1
* SMILES: CCOP(=O)(OCC)OCC.CCOP(=O)(OCC)OCC.CCOP(=O)(OCC)OCC.CCOP(=O)(OCC)OCC.O=C1OCCO1.O=C1OCCO1.O=C1OCCO1.CC#N
* HOMO: -9.89 eV
* total charge: 0
* HOMO-LUMO gap: 10.0 eV
* energy: -4680.215340 Ha